Computed, not measured: a 13-piece molecular cluster, C52H87N13 overall in a non-equilibrium geometry, with wB97M-V/def2-TZVPD.

Cartesian coordinates (Å):
C (21.8657, -1.6470, 25.6723)
C (20.8140, -2.6896, 25.2803)
C (19.7175, -2.6488, 26.4039)
C (19.2316, -3.9483, 26.7593)
N (18.8763, -4.9587, 27.1077)
H (22.3547, -1.9700, 26.5914)
H (21.3329, -0.7108, 25.8384)
H (22.4995, -1.3770, 24.8276)
H (21.0764, -3.7395, 25.1504)
H (20.4629, -2.3311, 24.3126)
H (18.8602, -2.0092, 26.1942)
H (20.0408, -2.1329, 27.3080)
C (9.5606, -3.2727, 21.4375)
C (8.1493, -2.8403, 21.8167)
C (7.2431, -2.4055, 20.6248)
C (6.7204, -3.4790, 19.7587)
N (6.4023, -4.3476, 19.0923)
H (10.0875, -2.3488, 21.1989)
H (9.7864, -3.8344, 20.5310)
H (10.0950, -3.7536, 22.2568)
H (8.2200, -2.0228, 22.5341)
H (7.7144, -3.6667, 22.3788)
H (7.6478, -1.6753, 19.9240)
H (6.3217, -1.9982, 21.0412)
C (18.6353, -5.0992, 19.3054)
C (19.5724, -5.5579, 18.2307)
C (20.2801, -6.8440, 18.6164)
C (20.9999, -7.4830, 17.5246)
N (21.5489, -8.0374, 16.7375)
H (18.1317, -4.1806, 19.0044)
H (19.1721, -4.9323, 20.2392)
H (17.9111, -5.9006, 19.4513)
H (20.3037, -4.7663, 18.0677)
H (19.0988, -5.6774, 17.2563)
H (19.6280, -7.6755, 18.8835)
H (21.0556, -6.8238, 19.3821)
C (11.5490, -3.9065, 27.3400)
C (11.5516, -5.4648, 27.5124)
C (10.7998, -6.0256, 28.7818)
C (11.4435, -5.4536, 30.0004)
N (11.9213, -5.0318, 30.9764)
H (10.4938, -3.6729, 27.1980)
H (12.1908, -3.5846, 26.5199)
H (11.8690, -3.2298, 28.1323)
H (12.5958, -5.7770, 27.5320)
H (11.2220, -6.0641, 26.6637)
H (10.7809, -7.1145, 28.8270)
H (9.8307, -5.5405, 28.6651)
C (24.3252, -10.0080, 27.4460)
C (24.3695, -8.6813, 28.2019)
C (23.0409, -7.8278, 28.1054)
C (22.9478, -6.6230, 29.0017)
N (22.9000, -5.6677, 29.6072)
H (23.4873, -10.5560, 27.8770)
H (25.2738, -10.5352, 27.5480)
H (24.3267, -9.8949, 26.3619)
H (25.1834, -8.0861, 27.7880)
H (24.7558, -8.7789, 29.2165)
H (22.1877, -8.4575, 28.3576)
H (22.9689, -7.4821, 27.0742)
C (13.0948, -11.8014, 30.7010)
C (14.2392, -11.0168, 30.0077)
C (15.5248, -10.8884, 30.9109)
C (15.3492, -10.2509, 32.2422)
N (15.2393, -9.7656, 33.2826)
H (13.3741, -12.8348, 30.9063)
H (12.2123, -11.7550, 30.0630)
H (12.6161, -11.3508, 31.5705)
H (13.8676, -10.0656, 29.6264)
H (14.4679, -11.6275, 29.1343)
H (16.2399, -10.3501, 30.2888)
H (15.9901, -11.8396, 31.1694)
C (10.4145, -9.1804, 18.6019)
C (11.6452, -8.2262, 18.7162)
C (13.0034, -8.8465, 18.1986)
C (12.8907, -9.3187, 16.7984)
N (12.7740, -9.7432, 15.7103)
H (9.5213, -8.6773, 18.9725)
H (10.4778, -10.0930, 19.1946)
H (10.2028, -9.4962, 17.5804)
H (11.8722, -8.0194, 19.7620)
H (11.3210, -7.2984, 18.2448)
H (13.3114, -9.6627, 18.8521)
H (13.6904, -8.0040, 18.2783)
C (18.5990, -10.0808, 23.7527)
C (17.1447, -10.3363, 23.6971)
C (16.1086, -9.4457, 24.4891)
C (15.7515, -8.1910, 23.7402)
N (15.4581, -7.1951, 23.2000)
H (18.9610, -10.3273, 24.7508)
H (18.8475, -9.0233, 23.6620)
H (19.1290, -10.6951, 23.0249)
H (17.0684, -11.3533, 24.0819)
H (16.7524, -10.4354, 22.6850)
H (16.4754, -9.2020, 25.4861)
H (15.1614, -9.9848, 24.5058)
C (22.7229, -16.0866, 26.6534)
C (22.5054, -16.8748, 27.9285)
C (21.8156, -16.0643, 29.1080)
C (20.8186, -15.1077, 28.6486)
N (20.0497, -14.3014, 28.2662)
H (23.3774, -15.2468, 26.8869)
H (21.8337, -15.7158, 26.1434)
H (23.1940, -16.6715, 25.8634)
H (23.4851, -17.2071, 28.2719)
H (22.0610, -17.8518, 27.7388)
H (22.5325, -15.4365, 29.6371)
H (21.3899, -16.7630, 29.8281)
C (13.4569, 1.3265, 23.4723)
C (14.9518, 0.8857, 23.5385)
C (15.2841, -0.3094, 22.6398)
C (14.6937, -0.4183, 21.2861)
N (14.2377, -0.4764, 20.2238)
H (13.2619, 2.1665, 24.1390)
H (12.7895, 0.5229, 23.7836)
H (13.1621, 1.6192, 22.4646)
H (15.2263, 0.8191, 24.5912)
H (15.4560, 1.7100, 23.0340)
H (14.9375, -1.1696, 23.2126)
H (16.3709, -0.2761, 22.5625)
C (20.1136, -15.8293, 19.7156)
C (20.0575, -16.5313, 18.2707)
C (19.9541, -18.0767, 18.3653)
C (18.6700, -18.6678, 18.7576)
N (17.6316, -19.1627, 19.0291)
H (19.8977, -14.7647, 19.6255)
H (21.1159, -15.8555, 20.1432)
H (19.4063, -16.2633, 20.4224)
H (20.8917, -16.1587, 17.6762)
H (19.1661, -16.1619, 17.7635)
H (20.6638, -18.4827, 19.0861)
H (20.2041, -18.4832, 17.3854)
N (9.0461, -11.2409, 25.9722)
C (7.9951, -10.4633, 26.4873)
C (7.8793, -9.3931, 25.6097)
C (8.6913, -9.5979, 24.5328)
C (9.4204, -10.7446, 24.7689)
H (9.3482, -12.0753, 26.4546)
H (7.5263, -10.8371, 27.3856)
H (7.2291, -8.5308, 25.6129)
H (8.8412, -8.9232, 23.7029)
H (10.1599, -11.1321, 24.0838)
N (10.4979, -15.2824, 21.1430)
C (11.5010, -15.4495, 22.1190)
C (12.6862, -15.0667, 21.5328)
C (12.4428, -14.9745, 20.1452)
C (11.0746, -15.0312, 19.9786)
H (9.5119, -15.3444, 21.3532)
H (11.2460, -15.6616, 23.1468)
H (13.6167, -14.9822, 22.0746)
H (13.1569, -14.7332, 19.3717)
H (10.3753, -14.8792, 19.1697)

As for the LUMO energy: -0.18 eV. The value obtained for the HOMO energy is -8.3 eV.

=====

Computed, not measured: a 15-piece molecular cluster, C4H40N2O15 overall in a non-equilibrium geometry, with wB97M-V/def2-TZVPD.

Cartesian coordinates (Å):
O (-0.9696, -1.0336, -3.0905)
C (-0.6343, 0.0907, -2.8164)
C (-0.8387, 0.6198, -1.3945)
C (0.3032, 0.1539, -0.4891)
C (0.2139, -1.3236, -0.1092)
N (1.0526, -1.5830, 1.1041)
N (-0.8910, 2.1278, -1.4094)
H (-0.1332, 0.7244, -3.5411)
H (-1.7945, 0.2274, -1.0135)
H (0.3503, 0.7604, 0.4317)
H (1.2965, 0.3387, -0.9199)
H (0.6063, -1.9846, -0.9212)
H (-0.8266, -1.6251, 0.1455)
H (0.6555, -1.1054, 1.9261)
H (2.0469, -1.2820, 0.9351)
H (1.1149, -2.6225, 1.3182)
H (-0.1374, 2.5008, -2.0172)
H (-0.7286, 2.5684, -0.4430)
H (-1.8158, 2.4088, -1.7469)
H (4.1175, 0.8831, -1.6032)
H (5.1266, -0.4002, -1.7037)
O (4.5840, 0.1428, -1.1287)
H (4.1422, -0.2387, 0.4466)
H (4.5122, -0.6085, 1.9189)
O (3.7655, -0.3727, 1.3538)
H (-1.9591, -2.1601, -2.2067)
H (-3.0111, -3.3438, -2.3298)
O (-2.4020, -2.8839, -1.7257)
H (2.6526, 2.7714, 0.8418)
H (3.0547, 4.2111, 0.4428)
O (2.7531, 3.3712, 0.0558)
H (0.2504, 0.1942, 4.1772)
H (-0.7139, 0.6173, 3.0383)
O (0.1899, 0.2429, 3.2084)
H (-3.4435, -2.5056, 1.2225)
H (-2.9044, -2.2234, -0.2110)
O (-3.0682, -1.8161, 0.6589)
H (-1.0839, -3.9711, -1.2837)
H (-0.2582, -5.2471, -1.5851)
O (-0.2463, -4.4170, -1.0792)
H (-4.9406, 0.5725, 1.2373)
H (-3.7949, -0.2869, 0.8285)
O (-4.0326, 0.6761, 0.9154)
H (-4.3927, 2.0928, -1.9330)
H (-3.8776, 1.3808, -0.6725)
O (-3.5926, 1.7273, -1.5439)
H (-2.7090, 1.9891, 3.4444)
H (-2.9061, 1.2265, 2.1132)
O (-2.2154, 1.5778, 2.7300)
H (0.2484, -4.4206, 0.5890)
H (1.1142, -4.9073, 1.8124)
O (0.6214, -4.1702, 1.4556)
H (4.0573, 2.7216, -2.7739)
H (3.3837, 2.6672, -1.3865)
O (3.3718, 2.2247, -2.2682)
H (-1.2618, 2.6266, 1.7221)
H (0.2170, 2.9433, 1.4910)
O (-0.6570, 3.0368, 1.0884)
H (1.5698, 1.2270, 2.6334)
H (2.9759, 1.0568, 1.9323)
O (2.2743, 1.7264, 2.1608)

As for the LUMO energy: -5.52 eV. The value obtained for the HOMO energy is -16.4 eV. The charge is +2.

=====

Computed, not measured: a 9-piece molecular cluster, C29H73N9O9 overall in a non-equilibrium geometry, with wB97M-V/def2-TZVPD.

Cartesian coordinates (Å):
C (1.0890, 32.7430, 37.3520)
C (1.4800, 34.1040, 37.9530)
C (0.4570, 35.2540, 38.0230)
O (0.4950, 35.7030, 36.6710)
C (-0.0470, 37.1410, 36.6130)
N (1.8290, 33.8330, 39.3200)
H (1.4040, 33.2470, 39.9160)
H (2.6780, 33.2560, 39.2780)
H (2.1370, 34.7250, 39.7720)
H (0.7570, 32.8140, 36.2110)
H (0.2740, 32.5050, 37.6010)
H (1.9370, 32.0190, 37.3420)
H (2.4880, 34.4790, 37.5870)
H (0.7400, 36.0910, 38.5930)
H (-0.5430, 34.9720, 38.2350)
H (0.1380, 37.5750, 35.6780)
H (0.6150, 37.8260, 37.2020)
H (-1.2920, 37.3330, 36.6780)
C (3.3130, 32.0930, 33.2190)
C (3.8090, 33.2300, 32.2900)
C (3.5600, 34.6130, 32.8300)
O (2.2390, 34.6760, 33.3020)
C (1.9600, 36.0510, 33.6750)
N (5.2740, 33.0880, 31.9130)
H (5.9330, 33.0000, 32.7400)
H (5.3990, 32.5060, 31.1450)
H (5.5010, 33.8650, 31.3570)
H (2.1850, 32.1090, 33.3210)
H (3.4520, 32.0650, 34.1930)
H (3.7140, 31.0860, 32.8960)
H (3.2870, 33.1840, 31.3730)
H (3.6500, 35.4420, 32.0630)
H (4.1960, 34.9020, 33.7050)
H (0.9040, 36.1830, 33.9790)
H (2.1040, 36.7840, 32.9320)
H (2.6620, 36.2320, 34.5650)
C (7.2910, 34.9570, 34.6090)
C (6.9580, 33.4830, 34.7770)
O (6.1630, 33.1020, 35.7200)
N (7.4270, 32.7230, 33.9610)
C (7.5020, 31.3030, 33.8990)
H (6.4720, 35.3430, 34.6310)
H (7.7510, 35.1230, 33.6330)
H (7.8850, 35.4040, 35.3940)
H (8.0190, 33.1780, 33.2490)
H (7.7900, 31.0350, 34.8190)
H (8.1290, 30.8550, 32.9920)
H (6.4470, 30.8560, 33.8310)
C (8.4070, 30.3420, 29.7970)
C (7.2100, 30.3360, 30.6430)
O (6.3850, 31.1430, 30.5450)
N (6.8920, 29.1670, 31.2450)
C (5.4460, 28.9380, 31.6890)
H (8.0680, 31.0360, 29.0920)
H (8.4920, 29.4640, 29.1500)
H (9.2850, 30.6290, 30.4530)
H (7.6000, 28.3920, 31.3350)
H (4.8980, 29.6050, 31.1550)
H (5.4360, 29.2600, 32.7900)
H (5.0060, 27.8010, 31.5620)
C (3.4380, 34.8260, 27.6020)
C (4.1550, 33.4170, 28.2340)
O (4.6180, 33.3540, 29.3150)
N (3.9990, 32.3110, 27.5080)
C (4.2560, 30.9410, 28.0090)
H (2.3800, 34.6100, 27.0540)
H (4.1110, 35.1500, 26.8180)
H (3.4540, 35.5450, 28.4860)
H (3.6750, 32.5230, 26.6370)
H (5.2310, 30.8850, 28.2940)
H (4.1910, 30.1770, 27.2920)
H (3.8950, 30.7710, 28.9700)
C (7.2540, 34.7450, 29.1990)
C (6.4300, 35.8050, 29.9500)
O (6.2360, 35.6550, 31.0710)
N (5.9200, 36.7870, 29.1590)
C (5.1250, 37.8480, 29.7980)
H (6.8580, 34.6440, 28.2780)
H (7.3740, 33.8490, 29.7380)
H (8.2680, 35.0540, 28.9040)
H (6.3130, 36.9500, 28.1950)
H (4.1820, 37.5630, 29.7310)
H (5.1730, 38.8720, 29.3710)
H (5.5240, 38.1790, 30.7760)
C (2.1700, 42.3800, 37.0200)
C (2.2900, 41.0690, 36.2940)
O (1.9500, 40.0250, 36.9410)
N (2.3490, 41.1420, 34.9490)
C (2.3960, 39.9370, 34.0980)
H (3.1030, 42.6020, 37.3760)
H (1.7080, 42.1940, 37.8030)
H (1.7930, 43.2280, 36.2890)
H (2.3150, 42.0560, 34.5220)
H (1.7780, 39.0820, 34.4490)
H (3.5260, 39.5710, 34.0420)
H (1.9520, 40.0870, 33.0880)
C (-0.6330, 32.6410, 33.1490)
C (-0.5790, 31.1830, 33.8830)
O (-1.1710, 31.0200, 34.8720)
N (0.2710, 30.4070, 33.2420)
C (0.4520, 29.0680, 33.6510)
H (-0.1150, 32.7990, 32.1200)
H (-0.2770, 33.3960, 33.8900)
H (-1.6070, 32.8930, 33.0580)
H (1.0290, 30.6330, 32.4260)
H (0.9050, 29.1640, 34.6820)
H (1.0470, 28.5890, 32.8590)
H (-0.4350, 28.5190, 33.6660)
C (0.9060, 32.3420, 29.0940)
C (1.1890, 30.9830, 29.7360)
O (1.6560, 30.9220, 30.9070)
N (0.7480, 29.8620, 29.0540)
C (0.8410, 28.5180, 29.4540)
H (1.4360, 33.2840, 29.2770)
H (-0.0070, 32.7240, 29.1310)
H (1.0980, 32.3450, 28.0240)
H (0.2330, 29.9120, 28.1180)
H (1.5180, 27.9590, 28.8140)
H (-0.1610, 27.7380, 29.3090)
H (1.1120, 28.3980, 30.3950)

As for the LUMO energy: -4.28 eV. The value obtained for the HOMO energy is -12.6 eV. The charge is +2.

=====

Computed, not measured: C20H32F5N4NbO as an isolated structure in a non-equilibrium geometry, with wB97M-V/def2-TZVPD.

Cartesian coordinates (Å):
Nb (-0.0856, -0.0428, -0.0667)
N (-0.7311, -1.7422, -0.8751)
N (-1.8211, 1.0252, -0.1736)
N (1.9547, -0.2114, -0.3929)
N (0.6717, 1.4166, -1.3209)
H (-2.0893, -1.4620, -2.4998)
C (-1.9838, -2.0298, -1.5670)
H (-2.8513, -1.8124, -0.9261)
H (-2.0041, -3.0992, -1.8177)
H (-0.2482, -3.7625, -1.1225)
C (-0.0678, -2.9577, -0.3958)
H (-0.4760, -3.2782, 0.5766)
H (1.0190, -2.8306, -0.2939)
C (-2.5721, 1.2404, -1.4022)
H (-2.7548, 2.3178, -1.5553)
H (-2.0195, 0.8601, -2.2750)
H (-3.5475, 0.7218, -1.3605)
H (-2.4825, 2.7655, 0.8137)
C (-2.4052, 1.6790, 0.9900)
H (-3.4135, 1.2864, 1.2172)
H (-1.7708, 1.5213, 1.8748)
C (3.0880, -1.0680, -0.2125)
H (3.0289, -1.8742, -0.9731)
C (3.0814, -1.7601, 1.1552)
H (2.0799, -2.0017, 1.5312)
H (3.6492, -2.6965, 1.0753)
H (3.5723, -1.1256, 1.9057)
C (4.4048, -0.3309, -0.4391)
H (5.2125, -0.9191, 0.0044)
H (4.6350, -0.2098, -1.5010)
H (4.3974, 0.6514, 0.0431)
H (1.1981, 4.2255, -3.1546)
C (1.4751, 3.2180, -2.8268)
H (2.4206, 3.2986, -2.2787)
H (1.6058, 2.6194, -3.7311)
C (0.3614, 2.6789, -1.9523)
H (-0.5037, 2.4958, -2.6165)
C (-0.0819, 3.7253, -0.9232)
H (-0.1432, 3.3126, 0.0898)
H (0.6429, 4.5477, -0.9031)
H (-1.0601, 4.1376, -1.1985)
H (2.7653, 1.5796, -1.1415)
C (1.9903, 0.8326, -1.4079)
C (0.4487, -1.0878, -3.4095)
H (0.7779, -1.8655, -2.7141)
H (-0.4675, -1.2755, -3.9714)
C (1.1917, -0.0017, -3.6399)
H (0.9767, 0.6753, -4.4739)
C (2.3910, 0.3464, -2.8267)
H (3.0857, -0.4956, -2.7175)
H (2.9371, 1.1785, -3.2836)
F (-2.5249, -1.9075, 6.5270)
C (-1.9397, -1.5559, 5.3712)
C (-2.5882, -1.8038, 4.1554)
F (-3.8236, -2.3493, 4.1321)
C (-1.9640, -1.4534, 2.9710)
F (-2.5909, -1.6812, 1.7818)
C (-0.7134, -0.8096, 2.9683)
O (-0.1392, -0.3833, 1.8405)
C (-0.0816, -0.5635, 4.2014)
F (1.1177, 0.0591, 4.2140)
C (-0.6909, -0.9283, 5.3910)
F (-0.0941, -0.6629, 6.5706)

As for the LUMO energy: 0.05 eV. The value obtained for the HOMO energy is -7.8 eV.